Entry 1:
Computed, not measured: a structure of composition C18H41AuOP3S in a non-equilibrium geometry, with ωB97M-V with the def2-TZVPD basis set.

HOMO-LUMO gap (alpha / beta)	9.018 / 5.507	eV
spin multiplicity	3
E	-63743.7432	eV
strongest force on any atom	4.226	eV/A
charge	+3
relative energy (zero: lowest compared OMol25 entry of this formula, charge and spin)	0.00	kcal per mole
expectation value of S²	2.01

Geometry as XYZ:
```
65
Properties=species:S:1:pos:R:3:lowdin_charge:R:1
Au -0.3629 0.2109 -1.7643 0.503
S -3.1476 3.2973 -4.5920 1.246
P -0.7127 -2.0992 -1.9439 0.664
P 1.7667 -0.7939 0.4446 0.932
P 0.1909 2.0548 -0.2715 0.717
O -1.0483 -0.9107 2.5702 -0.204
C 1.5216 -2.4843 1.1516 -0.225
C 0.5898 4.1364 -5.1158 -0.016
C 0.8342 5.2307 -4.2720 -0.014
C -1.7552 4.3269 -4.5652 -0.544
C 0.7816 -2.9853 -2.4766 -0.251
C -0.8084 3.4811 -0.8255 -0.279
C -1.5354 -1.0033 3.9186 -0.110
C -1.5107 5.3552 -3.6502 -0.055
C -0.7293 3.7659 -5.3271 -0.108
C -1.4931 -3.0049 -0.5741 -0.227
C 2.4854 -0.0019 1.9573 -0.221
C 3.3625 -1.0833 -0.4420 -0.221
C -1.7170 0.7447 -4.5292 -0.175
C -0.0308 2.2195 1.5536 -0.224
C -0.2263 5.8972 -3.6329 -0.033
C -2.2315 1.8374 -3.6222 -0.395
C 1.8157 2.8721 -0.6186 -0.242
C -1.7659 -2.4683 -3.3795 -0.267
H 0.6720 -2.4447 1.8463 0.036
H -0.7004 -1.3327 4.5510 0.092
H -1.9029 -0.0327 4.2982 0.093
H 0.4723 -3.8943 -3.0059 0.074
H -0.4408 1.2957 1.9785 0.013
H -1.0779 2.9321 -5.9290 0.098
H -0.0653 6.8554 -3.1463 0.134
H -1.3797 2.3499 -3.1581 0.021
H -2.1782 -0.2116 -4.2750 0.036
H -1.4433 -4.0901 -0.7351 0.084
H 1.2773 -3.2050 0.3634 0.028
H 3.3015 -0.6134 2.3758 0.088
H -0.7402 3.0347 1.7595 0.065
H 0.9083 2.4536 2.0739 0.063
H 1.7745 3.2164 -1.6630 0.041
H 1.4615 -3.2558 -1.6655 0.024
H -2.3453 -1.7469 4.0049 0.095
H -0.6208 0.6361 -4.5358 0.082
H 1.8672 5.5593 -4.1130 0.135
H -1.7623 -0.5446 2.0151 0.080
H 3.7609 -0.1102 -0.7579 0.051
H -1.2948 -2.0637 -4.2778 0.050
H 3.1751 -1.6790 -1.3435 0.038
H 1.9552 3.7499 0.0362 0.082
H 2.4156 -2.8341 1.6900 0.090
H -2.7156 -1.9599 -3.2320 0.048
H -2.9693 1.4998 -2.8733 0.092
H 1.3816 3.6200 -5.6631 0.133
H 2.8727 0.9964 1.7124 0.049
H -0.2995 3.9706 -1.6649 0.023
H -1.9281 -3.5420 -3.5184 0.080
H -1.7966 3.1535 -1.1578 0.035
H -2.0248 1.0018 -5.5594 0.089
H 2.6609 2.1818 -0.5013 0.026
H -1.0467 -2.7844 0.4012 0.014
H -2.3107 5.6120 -2.9661 0.131
H 4.0995 -1.5924 0.1996 0.088
H -2.5525 -2.7251 -0.5080 0.068
H -0.9362 4.2120 -0.0148 0.073
H 1.3167 -2.3429 -3.1838 0.057
H 1.6941 0.1150 2.7101 0.050
```

Entry 2:
Computed, not measured: the molecule C8H8N2O2 in a non-equilibrium geometry, with ωB97M-V with the def2-TZVPD basis set.

HOMO-LUMO gap	9.362	eV
spin multiplicity	1
E	-15495.7217	eV
strongest force on any atom	6.311	eV/A
relative energy (zero: lowest compared OMol25 entry of this formula, charge and spin)	117.00	kcal per mole
SMILES	O=[N+]([O-])[C@@H]1NCc2ccccc21

Geometry as XYZ:
```
20
Properties=species:S:1:pos:R:3:lowdin_charge:R:1
O 0.6754 -2.6719 -1.1056 0.086
O -0.4982 -3.2102 0.6193 0.078
N -0.2216 -2.4951 -0.3122 -0.413
N -1.0798 -0.6952 -1.8175 -0.005
C 0.8611 1.9426 -0.0944 -0.008
C -0.4015 -0.0505 0.5370 -0.014
C -0.2727 0.1754 1.8806 -0.018
C -1.1663 -1.4133 -0.5393 -0.096
C 0.1807 0.7626 -0.4068 -0.201
C 0.0789 0.1554 -1.7873 -0.187
C 1.0770 2.1440 1.2741 -0.064
C 0.4462 1.3350 2.2116 -0.077
H 1.1643 -0.2624 -1.8562 0.149
H -1.1244 -1.4924 -2.4040 0.105
H 0.5394 1.5848 3.1713 0.057
H -2.2059 -1.5939 -0.0733 0.175
H 1.2669 2.5285 -0.8386 0.088
H 1.5139 3.0308 1.8001 0.122
H -0.0762 0.7363 -2.7357 0.134
H -0.7572 -0.5105 2.4769 0.090
```

Entry 3:
Computed, not measured: a cluster of 12 separate species, C23H68F6O11P in total in a non-equilibrium geometry, with ωB97M-V with the def2-TZVPD basis set.

HOMO-LUMO gap (alpha / beta)	8.569 / 2.749	eV
spin multiplicity	2
E	-73071.5291	eV
strongest force on any atom	3.680	eV/A
expectation value of S²	0.75

Geometry as XYZ:
```
109
Properties=species:S:1:pos:R:3:lowdin_charge:R:1
P -0.4233 0.2508 0.3967 0.238
F 0.3088 1.1193 -0.7889 -0.166
F 0.5954 -0.9938 0.2600 -0.136
F -1.4329 1.5060 0.4684 -0.137
F 0.5635 0.9748 1.4713 -0.146
F -1.2902 -0.3873 -0.8464 -0.159
F -1.2782 -0.5274 1.5135 -0.123
O 3.9441 -2.1569 -3.0828 -0.061
O -2.4706 -2.3931 3.1114 -0.042
O -3.8780 0.3545 0.0131 -0.109
O -1.5706 -3.4638 -0.1368 0.005
O 1.5402 -3.1044 -2.0742 -0.059
O -0.4755 -4.7075 2.3254 0.277
O 1.5523 3.2573 2.6659 -0.084
O 2.6080 0.1921 -4.3376 -0.081
O -1.7562 -1.2236 5.4777 -0.080
O 2.1784 1.9309 -2.3520 -0.078
O -5.3759 -3.1876 -3.0689 -0.027
C -1.7997 1.0244 4.6965 -0.011
C 2.5998 3.1269 -1.7761 -0.477
C 1.4155 0.1109 -5.1143 -0.455
C 1.1105 1.4538 -5.7268 -0.057
C 0.1393 0.1754 6.0877 -0.051
C 1.6645 -3.9658 1.6524 0.027
C 3.2161 2.7884 -0.4497 -0.045
C 0.8145 4.4080 2.1152 -0.458
C -0.8680 -0.2304 5.0600 -0.480
C 4.7096 -1.9103 -1.9447 -0.501
C -3.1472 -2.6087 -3.2489 -0.042
C 3.9802 -0.9219 -1.1427 -0.061
C 0.8698 -3.5341 4.0312 0.011
C 1.4191 4.1002 -1.7763 -0.033
C -4.4569 1.5240 -0.5512 -0.299
C 0.4575 -3.7079 2.5641 -0.408
C 4.9128 -3.2740 -1.2069 -0.031
C 0.2364 -0.5380 -4.3054 -0.028
C -5.0289 -0.9909 -3.5935 -0.068
C 1.7015 5.6399 2.3702 -0.043
C -0.4974 4.4932 2.8139 -0.076
C -4.5379 -2.1650 -2.7940 -0.540
C -5.0648 2.2951 0.6165 -0.094
H -3.6274 2.1277 -0.9193 0.111
H -5.4540 3.2032 0.1560 0.065
H -4.4019 2.6531 1.4042 0.066
H 4.4339 -0.7250 -0.1713 0.089
H -0.0859 0.0908 -3.4755 0.067
H -1.0922 5.3989 2.6959 0.081
H -2.3035 -2.0834 4.0015 -0.016
H 1.4853 -2.6406 4.1359 0.104
H -2.6408 0.7309 4.0685 0.072
H -2.6721 -1.5997 2.6152 0.021
H 1.2723 -2.1855 -2.0768 0.004
H 5.5467 -3.8424 -1.8876 0.076
H -0.3812 -0.7278 4.2211 0.117
H -2.9255 0.4255 -0.0836 0.003
H 2.2935 -3.0778 1.7141 0.118
H -2.3885 -1.8297 -3.1737 0.060
H 0.4746 -1.5467 -3.9679 0.061
H 1.7040 -0.5477 -5.9335 0.131
H -5.2293 -1.2214 -4.6398 0.085
H -0.3513 4.5289 3.8935 0.085
H -1.7521 -1.2007 6.4374 0.104
H 1.1003 4.4490 -2.7585 0.081
H 1.4617 -4.1749 0.6021 0.087
H 2.9831 -1.2563 -0.8564 0.071
H 1.8204 5.8112 3.4401 0.080
H 3.9932 2.0331 -0.5669 0.069
H 3.9899 0.0081 -1.7111 0.075
H -0.9714 -4.0262 -0.6277 0.039
H 3.9654 -3.7510 -0.9558 0.063
H -2.7717 -3.4581 -2.6782 0.065
H 2.0138 1.8805 -6.1627 0.083
H 3.5384 -1.3483 -3.4042 0.056
H 1.7653 4.9541 -1.1939 0.075
H -6.0954 -3.3200 -2.4473 0.104
H 0.0816 -2.7387 2.2363 0.126
H -0.3371 0.4726 7.0220 0.092
H 3.7668 3.6148 -0.0003 0.081
H 0.3442 1.4184 -6.5013 0.081
H -2.2516 1.5569 5.5333 0.081
H -5.8605 1.7493 1.1236 0.071
H 0.0353 -3.3169 4.6980 0.090
H 1.4558 -4.4062 4.3213 0.095
H -5.2149 1.2859 -1.2974 0.101
H 5.5579 -3.1088 -0.3440 0.073
H 2.6850 5.4755 1.9301 0.070
H 2.2172 -4.8504 1.9690 0.097
H 0.7925 2.0844 -4.8966 0.074
H 0.6274 4.2014 1.0614 0.113
H -0.1161 -5.5345 2.6549 0.161
H 1.0225 2.4704 2.5186 0.027
H -5.9140 -0.5349 -3.1500 0.070
H 1.5181 1.5923 -1.7429 0.043
H -4.3818 -0.1155 -3.5386 0.072
H 0.7673 0.9604 5.6664 0.093
H -0.6511 -0.5585 -4.9380 0.073
H 0.5995 3.6536 -1.2133 0.066
H 1.1847 6.4923 1.9292 0.079
H 0.8333 -0.6488 6.2523 0.075
H 2.4093 -3.1021 -2.4754 -0.003
H 5.6810 -1.5457 -2.2786 0.138
H -1.3437 -2.5750 -0.4101 0.009
H 3.4120 3.5834 -2.3419 0.140
H 2.5562 2.4335 0.3420 0.067
H 2.6729 0.9696 -3.7782 0.043
H -4.5156 -1.8750 -1.7435 0.135
H -1.1947 1.6801 4.0702 0.055
H -1.1640 3.6805 2.5254 0.068
H -3.1587 -2.9292 -4.2906 0.083
```

Entry 4:
Computed, not measured: a cluster of 2 separate species, C4H7F2N in total in a non-equilibrium geometry, with ωB97M-V with the def2-TZVPD basis set.

HOMO-LUMO gap (alpha / beta)	9.953 / 7.924	eV
spin multiplicity	1
E	-11183.0133	eV
strongest force on any atom	1.918	eV/A
relative energy (zero: lowest compared OMol25 entry of this formula, charge and spin)	66.54	kcal per mole

Geometry as XYZ:
```
14
Properties=species:S:1:pos:R:3:lowdin_charge:R:1
F -1.3814 -0.7057 1.3619 0.105
F 0.0494 -2.0232 0.3830 0.089
N 1.3973 0.6210 1.0073 0.098
C -1.0164 -0.3153 -1.0074 -0.178
C -0.8341 1.2042 -1.0701 -0.105
C -0.5879 -0.8594 0.3006 -0.370
C 2.1538 -0.1752 1.5529 -0.195
H 0.2071 1.4543 -0.8897 0.043
H 2.0039 -1.2610 1.6208 0.061
H -0.4254 -0.8018 -1.7854 0.121
H 3.0783 0.1550 2.0415 0.064
H -2.0783 -0.5551 -1.1633 0.122
H -1.4313 1.6853 -0.3074 0.075
H -1.1351 1.5768 -2.0446 0.070
```

Entry 5:
Computed, not measured: a cluster of 6 separate species, C5H24N2O6 in total in a non-equilibrium geometry, with ωB97M-V with the def2-TZVPD basis set.

HOMO-LUMO gap	8.034	eV
spin multiplicity	1
E	-20838.5910	eV
strongest force on any atom	1.404	eV/A
relative energy (zero: lowest compared OMol25 entry of this formula, charge and spin)	46.50	kcal per mole
SMILES	CN(CCN)CCO.O.O.O.O.O

Geometry as XYZ:
```
37
Properties=species:S:1:pos:R:3:lowdin_charge:R:1
O -1.7728 3.0968 -3.0562 -0.059
O 3.1031 1.1945 2.6671 -0.060
O -3.1357 0.7880 -1.7266 -0.098
O -3.8950 -1.0721 -0.0067 -0.069
O -2.3822 -2.6190 1.6006 -0.033
O 2.1441 -1.9145 0.9461 -0.087
N 1.1969 0.2626 -1.1456 -0.208
N 0.0789 1.5420 2.2666 0.013
C 0.0049 -0.4354 -1.6124 -0.088
C 3.0111 -1.1223 0.1279 -0.229
C 2.3693 -0.5877 -1.1563 -0.188
C 0.9475 1.1752 -0.0491 -0.182
C 0.1576 0.5859 1.1469 -0.274
H 3.4053 -0.3977 0.8387 0.095
H 3.8543 -1.6988 -0.2770 0.117
H -2.4166 2.3845 -3.1136 0.006
H 1.8169 -2.6565 0.4288 0.084
H -3.1927 0.0820 -1.0410 -0.011
H -0.8431 1.9419 2.2429 0.064
H 2.6562 2.0150 2.4282 0.031
H 1.9036 1.5085 0.3542 0.106
H -0.8542 0.2340 -1.6040 0.056
H 3.2032 -0.1032 -1.6904 0.121
H -0.8308 0.3809 0.7171 0.093
H -4.5109 -1.5289 -0.5904 0.065
H -1.7080 -3.2828 1.4325 0.064
H -1.0999 2.8381 -2.4212 0.014
H -3.5114 1.6273 -1.4328 0.043
H 0.1905 -0.7981 -2.6128 0.085
H -3.4750 -1.7808 0.5356 0.014
H -1.9887 -1.9713 2.1969 0.065
H 0.5616 -0.3977 1.3759 0.088
H 2.2008 -1.4804 -1.7670 0.116
H 0.3278 1.9746 -0.4527 0.111
H 0.2046 1.0067 3.1145 0.066
H -0.2656 -1.2912 -0.9734 0.081
H 2.5442 0.4998 2.3087 -0.011
```

Entry 6:
Computed, not measured: a structure of composition C22H31GaN3P2S in a non-equilibrium geometry, with ωB97M-V with the def2-TZVPD basis set.

HOMO-LUMO gap	5.621	eV
spin multiplicity	1
E	-109569.0570	eV
strongest force on any atom	3.355	eV/A
charge	+1

Geometry as XYZ:
```
60
Properties=species:S:1:pos:R:3:lowdin_charge:R:1
Ga -0.1634 -0.3338 0.2995 0.166
S 1.7582 0.0253 1.8419 0.629
P 0.1197 -2.5287 0.0033 0.739
P -2.5608 1.0881 0.1143 0.776
N 0.3302 0.1257 -1.6059 -0.050
N 1.5972 0.5988 4.5328 0.024
N -0.0128 -0.6933 3.8481 0.023
C 3.8312 -1.7505 -2.9284 -0.072
C 1.4365 -0.4856 -2.2041 -0.208
C 1.0479 2.2191 -2.5787 -0.159
C 0.0151 1.3626 -2.2121 -0.187
C -3.8376 0.0400 0.7709 -0.217
C 1.4400 -3.3561 0.8850 -0.231
C -0.5922 3.9562 -3.0872 -0.073
C 1.1027 -0.0567 3.4562 -0.740
C 2.5028 1.8352 -2.3999 -0.054
C 1.5287 -1.9206 -2.2776 -0.205
C -1.6365 3.1180 -2.6895 -0.069
C 2.7373 -2.5303 -2.5950 -0.072
C -0.3565 -0.4566 5.2284 -0.142
C 2.5429 0.3038 -2.5300 -0.146
C 3.6928 -0.3444 -2.9769 -0.023
C 0.7578 0.4519 5.7176 -0.130
C -1.3468 1.8090 -2.2827 -0.202
C -2.5061 0.9652 -1.7107 -0.244
C -1.5223 -3.0125 0.5317 -0.270
C 0.3781 -2.8189 -1.7849 -0.248
C -2.7998 2.8134 0.5818 -0.228
C 0.7065 3.4635 -3.0815 -0.036
H 1.4566 -3.0368 1.9387 0.038
H 2.8457 -3.6211 -2.5504 0.118
H -1.3302 0.0374 5.3087 0.122
H 0.5821 -3.9065 -1.8225 0.097
H 4.5310 0.2804 -3.2541 0.110
H 0.3842 1.4338 6.0385 0.126
H -3.7451 0.0169 1.8615 0.058
H 2.4104 -3.1232 0.4196 0.068
H -1.5214 -4.1072 0.4803 0.058
H -0.3888 -1.3888 5.8005 0.126
H -1.2411 0.8644 0.8852 -0.091
H -0.5867 -2.6125 -2.2741 0.097
H -0.8185 4.9819 -3.3936 0.110
H -2.8041 2.8653 1.6848 0.058
H 1.5216 4.1108 -3.3832 0.115
H -3.7637 3.1616 0.1794 0.052
H 3.2098 2.3567 -3.0907 0.130
H -2.6673 3.4912 -2.6782 0.116
H -0.5517 -1.3052 3.2418 0.110
H -2.2788 -2.5672 -0.1350 0.042
H 4.7947 -2.2010 -3.1504 0.104
H -1.6905 -2.6547 1.5625 0.037
H -1.9756 3.4310 0.1883 0.060
H 2.9238 2.1964 -1.4083 0.145
H -2.3871 -0.1036 -1.9645 0.087
H -3.5147 1.2927 -2.0501 0.110
H -3.7562 -0.9765 0.3710 0.037
H 2.4523 1.1526 4.5049 0.154
H 1.2035 -4.4292 0.7852 0.061
H -4.8095 0.4715 0.4951 0.069
H 1.3245 0.0011 6.5428 0.126
```